The following is a DFT calculation (ωB97M-V/def2-TZVPD) of the molecule C4H7N3O.

Geometry as XYZ:
```
15
Properties=species:S:1:pos:R:3:forces:R:3
C -2.234 0.034 0.620 -2.3 1.1 0.0
C -0.126 0.691 0.256 -1.7 0.8 1.1
C 1.204 1.185 0.372 1.8 -3.0 -4.3
C 1.969 0.453 -0.569 -1.7 -1.6 2.5
H -2.229 -0.008 -0.564 -0.7 -0.6 2.5
H -1.919 -0.990 1.091 -1.2 2.2 -1.0
H -3.351 0.407 1.025 3.2 -1.0 -1.0
H 1.538 1.870 1.056 0.7 1.6 1.3
H 3.063 0.260 -0.596 -1.0 0.7 -0.4
H 1.276 -1.617 -1.271 0.5 3.3 0.1
H 0.192 -1.511 0.991 0.0 0.1 -0.4
N -1.173 1.092 0.886 -0.2 -2.2 -0.5
N 1.119 -0.527 -1.207 1.0 -0.7 -0.5
N -0.188 -0.446 -0.645 2.0 -0.6 0.3
O -0.220 -1.679 0.120 -0.5 -0.3 0.3
```
Forces are in eV/Å.

The frontier orbital gap comes out at 8.5 eV. As for the SMILES: C/N=c1/cc[nH]n1O. The charge is 0. The calculation puts the maximum force at 0.1078 hartree/bohr. The value obtained for the HOMO energy is -8.3546 eV.

Taken from the natural (NBO) analysis, the atomic charges in e are: atom 1 (C): -0.494, atom 2 (C): 0.287, atom 3 (C): -0.345, atom 4 (C): 0.025, atom 5 (H): 0.224, atom 6 (H): 0.219, atom 7 (H): 0.202, atom 8 (H): 0.240, atom 9 (H): 0.230, atom 10 (H): 0.421, atom 11 (H): 0.461, atom 12 (N): -0.395, atom 13 (N): -0.470, atom 14 (N): -0.020, atom 15 (O): -0.586

---

The following is a DFT calculation (ωB97M-V/def2-TZVPD) of a structure of composition C4H7N3O.

Geometry as XYZ:
```
15
Properties=species:S:1:pos:R:3:forces:R:3
C -2.851 0.251 0.117 -1.2 -0.8 -2.8
C -1.948 -0.998 -0.091 0.7 2.4 2.0
C 1.006 0.694 0.018 0.8 3.4 -0.9
C 3.386 0.106 -0.017 0.7 -0.5 -0.6
H -2.180 1.183 -0.709 -2.9 -2.7 3.0
H -3.931 -0.352 -0.449 2.7 3.0 1.9
H -3.024 0.556 1.311 0.6 -0.7 -3.6
H -2.373 -1.980 -0.296 0.2 0.1 0.2
H 1.178 1.856 0.007 0.3 -2.3 0.1
H 1.732 -1.042 0.081 0.7 -0.7 -0.6
H 3.703 1.131 -0.218 0.0 0.4 0.2
N -0.687 -0.897 0.115 1.1 -0.5 -1.4
N -0.221 0.447 0.167 -1.4 -0.7 0.8
N 2.080 -0.150 -0.261 -3.2 -0.3 1.2
O 4.130 -0.805 0.225 0.7 0.2 0.3
```
Forces are in eV/Å.

The frontier orbital gap comes out at 9.5 eV. The charge is 0. The calculation puts the maximum force at 0.0969 hartree/bohr. The value obtained for the HOMO energy is -9.0315 eV.

Taken from the natural (NBO) analysis, the atomic charges in e are: atom 1 (C): -0.731, atom 2 (C): 0.106, atom 3 (C): 0.292, atom 4 (C): 0.537, atom 5 (H): 0.279, atom 6 (H): 0.210, atom 7 (H): 0.269, atom 8 (H): 0.196, atom 9 (H): 0.186, atom 10 (H): 0.424, atom 11 (H): 0.124, atom 12 (N): -0.337, atom 13 (N): -0.369, atom 14 (N): -0.639, atom 15 (O): -0.548

---

The following is a DFT calculation (ωB97M-V/def2-TZVPD) of the molecule C4H7N3O.

Geometry as XYZ:
```
15
Properties=species:S:1:pos:R:3:forces:R:3
C 1.295 -0.859 0.954 0.1 -0.3 -0.4
N -1.351 1.091 -0.853 1.0 -1.0 0.3
C -0.765 0.320 0.099 -1.0 1.0 -1.1
C 0.591 -0.033 -0.090 1.5 1.1 -0.6
N -1.597 -0.262 1.025 -0.2 -0.4 -0.2
C 1.426 0.642 -1.118 -0.7 -1.2 0.7
O -2.444 0.748 -1.420 -1.1 0.6 0.4
N 0.981 -0.275 -1.839 0.2 0.1 1.2
H -0.779 1.777 -1.347 0.0 -0.3 0.1
H -2.572 -0.070 0.811 0.2 -0.1 0.0
H -1.439 -1.240 1.242 0.0 0.2 -0.1
H 2.225 1.367 -1.123 0.1 0.4 -0.3
H 2.374 -0.732 0.884 0.0 -0.1 0.0
H 0.988 -0.557 1.954 -0.1 0.0 0.0
H 1.066 -1.917 0.820 0.1 -0.1 0.1
```
Forces are in eV/Å.

The frontier orbital gap (spin up / spin down) comes out at 7.3 / 8.3 eV. The charge is 0. The calculation puts the maximum force at 0.0375 hartree/bohr. The value obtained for the HOMO energy (spin up / spin down) is -6.9621 / -7.9404 eV.

Taken from the natural (NBO) analysis, the atomic charges in e are: atom 1 (C): -0.642, atom 2 (N): -0.110, atom 3 (C): 0.292, atom 4 (C): -0.017, atom 5 (N): -0.795, atom 6 (C): 0.008, atom 7 (O): -0.524, atom 8 (N): -0.253, atom 9 (H): 0.355, atom 10 (H): 0.412, atom 11 (H): 0.387, atom 12 (H): 0.200, atom 13 (H): 0.224, atom 14 (H): 0.238, atom 15 (H): 0.226

---

DFT total energy (computed, a.u.): -395.93357, -395.96790, -395.94677
Energy relative to the best compared isomer or geometry (same formula, charge and spin) (computed, eV): 5.846, 4.912, 5.487